Entry 1:
Molecular formula: C38H38F3N2O3SSiY
Method: DFT, wB97M-V/def2-TZVPD

Structure (XYZ):
```
87
Properties=species:S:1:pos:R:3
Y -0.003 1.154 -0.257
S -1.984 3.055 0.348
Si -0.771 -2.246 0.051
F -5.081 3.524 0.089
F -5.796 4.327 -1.779
F -4.115 5.252 -0.789
O 1.120 2.429 -1.796
O 2.251 0.679 -1.109
O 2.609 4.168 -3.276
N -1.755 1.885 -1.976
N -1.252 -0.255 1.984
C -4.679 4.065 -1.070
C -2.938 -6.105 -1.490
C 2.056 -4.079 2.490
C -0.914 -4.947 -0.901
C -2.040 1.572 -3.236
C -3.742 3.171 -1.837
C -2.032 -0.546 4.829
C -0.534 -0.942 -1.183
C -3.677 -4.989 -1.121
C 3.169 1.880 -2.935
C -1.886 -1.450 1.349
C -3.028 -3.857 -0.646
C 3.214 -2.372 1.257
C 2.134 3.615 0.860
C 3.990 0.798 -3.254
C 1.614 2.039 2.607
C 3.221 -3.367 2.222
C 3.716 1.898 1.447
C 3.366 3.004 0.682
C 4.366 3.186 -4.571
C 2.037 -2.075 0.572
C 0.848 -2.754 0.848
C -2.559 2.684 -1.255
C 2.124 1.663 -1.896
C -2.299 0.605 2.587
C 5.157 2.094 -4.881
C -0.287 -0.723 3.038
C -3.023 -0.047 3.757
C -4.020 2.862 -3.155
C 1.264 3.147 1.842
C 0.888 -3.774 1.807
C 4.973 0.884 -4.222
C -0.599 -0.202 4.434
C 2.835 1.402 2.398
C 3.369 3.090 -3.602
C -1.635 -3.811 -0.523
C -3.159 2.051 -3.884
C -1.555 -6.082 -1.382
H -3.627 -2.995 -0.368
H -1.484 -0.853 -1.726
H -4.917 3.255 -3.612
H -0.449 0.879 4.505
H 5.587 0.027 -4.459
H 0.242 -1.214 -1.910
H 4.134 -3.601 2.757
H -3.353 1.798 -4.915
H -0.974 -6.951 -1.669
H -1.336 0.913 -3.731
H -0.014 -4.338 2.030
H 0.739 -0.491 2.751
H 4.519 4.133 -5.078
H -2.117 -1.630 4.944
H -2.777 -1.107 0.809
H -1.835 1.543 2.898
H 4.122 -1.827 1.028
H -2.261 -0.116 5.805
H -0.336 -1.811 3.082
H 0.114 -0.655 5.126
H -2.994 0.880 1.797
H 1.846 4.451 0.236
H -3.722 0.679 4.175
H -2.237 -2.163 2.108
H 3.098 0.529 2.983
H 0.168 -4.951 -0.815
H 0.946 1.687 3.380
H 2.883 4.907 -3.830
H -4.757 -5.001 -1.202
H 3.822 -0.125 -2.715
H 5.922 2.191 -5.641
H 2.061 -4.870 3.231
H -3.440 -6.992 -1.857
H 0.329 3.664 2.023
H 4.664 1.406 1.278
H 4.042 3.369 -0.082
H -3.631 -0.874 3.387
H 2.064 -1.305 -0.191
```

HOMO level, eV: -7.90
Energy above the lowest of the compared OMol25 structures with the same formula, charge and spin, kJ/mol: 66.0
LUMO energy, eV: 0.505
Orbital gap, Ha: 0.309

Mulliken population analysis, charges in e, atoms 1 to 8: atom 1 (Y): -0.36, atom 2 (S): -0.69, atom 3 (Si): -0.16, atom 4 (F): -0.21, atom 5 (F): -0.31, atom 6 (F): -0.22, atom 7 (O): -1.10, atom 8 (O): -0.42



Entry 2:
Molecular formula: C38H38I2N9O4S6Yb
Method: DFT, wB97M-V/def2-TZVPD

Structure (XYZ):
```
98
Properties=species:S:1:pos:R:3
Yb -0.002 0.417 1.286
I -2.364 -4.319 2.678
I -2.880 -5.770 -0.461
S -2.778 -0.040 0.176
S 1.156 1.992 -1.756
S 4.371 0.152 3.732
S -2.539 1.976 -2.717
S -1.604 -0.426 5.920
S 0.204 -2.561 -0.578
O 1.437 1.624 -0.315
O -3.819 0.480 1.063
O -1.824 -0.996 0.845
O 0.718 -1.308 0.170
N 2.086 0.418 2.577
N 3.883 0.641 1.175
N -1.730 1.050 -0.271
N -0.621 -0.030 3.544
N -0.434 2.622 2.081
N 2.590 5.782 4.134
N -5.105 -3.180 -4.258
N -2.963 -0.402 3.651
N -2.678 3.263 -0.487
C -2.247 2.133 -1.046
C 4.820 3.769 -2.192
C 0.146 -0.230 5.716
C 0.658 3.250 2.572
C 1.006 -5.172 -0.648
C 1.713 5.074 3.905
C -0.677 4.728 3.875
C -1.625 3.047 2.495
C -4.874 -0.956 -1.305
C -3.201 4.024 -1.460
C 3.217 -4.718 1.056
C 2.347 3.778 -3.417
C 2.364 -3.681 0.739
C 3.342 4.627 -3.839
C 1.827 0.236 3.962
C 1.384 0.425 -2.704
C 4.613 4.640 -3.273
C 3.390 0.376 2.364
C -2.708 -1.308 -2.207
C 0.566 4.318 3.433
C 2.541 2.943 -2.337
C 2.122 -1.954 -2.618
C 3.018 -5.945 0.452
C 1.894 -6.219 -0.353
C -3.302 3.500 -2.701
C 0.742 -2.443 -2.284
C -1.762 4.130 3.308
C -5.406 -1.652 -2.382
C -3.507 -0.801 -1.197
C 1.299 -3.908 -0.131
C -4.571 -2.317 -3.313
C -3.312 -4.196 0.806
C 2.470 -0.540 -2.150
C -1.734 -0.327 4.193
C 0.404 0.090 4.448
C 2.953 0.067 4.689
C -3.213 -2.128 -3.173
C 3.794 2.935 -1.727
H 0.109 -5.328 -1.212
H -1.716 -0.973 -2.256
H 0.413 -0.124 -2.661
H 4.046 -4.634 1.716
H 3.320 1.090 0.438
H -2.723 4.562 3.516
H -0.082 -1.895 -2.702
H 1.645 2.842 2.249
H 2.525 -0.490 -1.065
H -3.671 -0.850 4.143
H 5.425 5.213 -3.662
H -0.848 5.555 4.594
H -3.126 -0.097 2.690
H 2.882 -2.635 -2.266
H -6.099 -3.066 -4.477
H 3.744 -6.755 0.629
H -3.706 4.047 -3.522
H -4.499 -3.361 -5.033
H 2.139 -1.931 -3.689
H -2.493 2.657 1.936
H -2.998 -3.255 0.324
H 0.789 -0.296 6.570
H -2.534 -2.544 -3.923
H -3.629 5.033 -1.292
H 3.109 5.318 -4.614
H 3.454 -0.368 -2.624
H 5.793 3.743 -1.649
H -4.363 -4.147 0.960
H 1.407 3.660 -3.921
H 2.544 -2.686 1.186
H 1.725 -7.246 -0.754
H 1.505 0.720 -3.790
H 3.045 0.039 5.804
H -5.646 -0.550 -0.582
H 4.877 0.733 1.072
H -6.465 -1.788 -2.354
H 0.583 -3.464 -2.644
H 3.921 2.285 -0.883
```

<S²>: 0.751
2S+1: 2
Total charge: +2
HOMO level (alpha / beta), eV: -12.70 / -12.70
LUMO energy (alpha / beta), eV: -4.430 / -4.795
Orbital gap (alpha / beta), Ha: 0.304 / 0.290

Mulliken population analysis, charges in e, atoms 1 to 8: atom 1 (Yb): 0.83, atom 2 (I): 0.03, atom 3 (I): 0.08, atom 4 (S): 2.68, atom 5 (S): 0.75, atom 6 (S): -0.19, atom 7 (S): 0.06, atom 8 (S): -0.21



Entry 3:
Molecular formula: C38H39BF4NO3
Method: DFT, wB97M-V/def2-TZVPD

Structure (XYZ):
```
86
Properties=species:S:1:pos:R:3
F 3.723 1.090 -6.319
F -6.577 1.033 2.961
F 4.040 -3.216 -1.672
F 0.566 3.104 7.066
O 1.116 0.501 -0.690
O -3.040 -0.348 1.525
O 3.334 1.124 -0.529
N -1.899 3.480 1.039
C -2.825 2.520 1.656
C 2.907 2.818 3.697
C -4.804 0.571 -1.646
C 1.933 -0.524 -1.269
C 1.471 2.981 -0.811
C -7.556 0.260 2.459
C 2.539 3.687 5.912
C 4.637 -5.221 -0.602
C 4.639 -6.609 -0.592
C 3.331 3.585 4.774
C 3.279 -0.274 -0.464
C -8.819 -0.514 0.585
C -9.298 -1.341 2.794
C -3.627 0.360 0.482
C 3.467 -5.243 -2.710
C -7.811 0.288 1.101
C -4.265 -0.257 -0.602
C -0.946 2.849 0.106
C -8.284 -0.547 3.313
C 0.350 3.697 0.002
C 4.309 -1.185 -6.429
C 3.010 -0.774 2.215
C 4.048 -4.555 -1.660
C 5.377 -2.213 -4.536
C 5.324 -1.007 -3.845
C 4.769 0.113 -4.449
C 4.267 0.007 -5.732
C -3.553 1.776 0.494
C 1.693 2.148 3.755
C 4.874 -2.302 -5.826
C 3.480 -6.631 -2.701
C -9.564 -1.326 1.432
C 4.063 -7.314 -1.641
C 0.903 2.239 4.895
C -4.092 2.589 -0.532
C 1.337 3.010 5.957
C -4.724 1.970 -1.634
C 3.077 -0.718 1.006
B 1.988 1.584 -0.121
H 3.903 -1.236 -7.431
H 1.188 2.797 -1.869
H 5.813 -3.087 -4.066
H 4.281 4.105 4.730
H 4.725 1.062 -3.931
H -5.103 2.607 -2.442
H 0.668 3.992 1.023
H -0.043 1.717 4.961
H 2.849 4.288 6.759
H -3.553 3.000 2.337
H 2.983 -0.716 3.295
H 3.034 -7.180 -3.521
H 4.069 -8.397 -1.634
H 5.090 -7.141 0.236
H -9.024 -0.504 -0.478
H 3.010 -4.692 -3.522
H -8.057 -0.551 4.371
H 1.881 1.740 1.076
H -2.202 1.760 2.188
H 0.076 4.603 -0.590
H -1.401 2.847 -0.910
H 3.520 2.740 2.807
H 5.712 -0.940 -2.838
H 1.364 1.555 2.912
H -10.352 -1.948 1.027
H -4.342 -1.347 -0.677
H -3.951 3.674 -0.432
H -5.294 0.115 -2.521
H -0.777 1.787 0.385
H -3.636 -0.218 2.277
H -7.218 0.934 0.463
H -1.436 4.064 1.725
H 4.105 -0.824 -0.947
H 2.352 3.677 -0.820
H 4.920 -3.241 -6.364
H 5.088 -4.655 0.203
H 2.034 -0.188 -2.329
H 1.437 -1.502 -1.122
H -9.881 -1.970 3.455
```

Total charge: -1
HOMO level, eV: -4.04
LUMO energy, eV: 2.331
Orbital gap, Ha: 0.234

Mulliken population analysis, charges in e, atoms 1 to 8: atom 1 (F): -0.32, atom 2 (F): -0.31, atom 3 (F): -0.08, atom 4 (F): -0.34, atom 5 (O): -0.56, atom 6 (O): -0.65, atom 7 (O): -0.65, atom 8 (N): -0.33



Entry 4:
Molecular formula: C38H39BF4NO5SW
Method: DFT, wB97M-V/def2-TZVPD

Structure (XYZ):
```
90
Properties=species:S:1:pos:R:3
W -1.365 -0.916 -0.096
S -0.529 -4.072 -1.505
F -2.919 -1.922 -0.468
F -4.052 -0.047 0.643
F -5.168 -1.829 1.457
F -6.004 -0.672 -0.367
O -0.653 -2.808 -0.584
O 1.193 2.760 -1.135
O -1.742 0.831 -0.117
O 0.235 -0.598 0.451
O 2.175 2.401 0.872
N -1.911 -1.272 1.940
C 0.186 2.295 -0.289
C 2.454 -1.061 -1.070
C 0.696 -5.058 -0.647
C 1.007 1.645 0.889
C -3.624 4.469 -2.834
C 4.990 -0.319 -0.234
C -2.034 -0.181 2.736
C 2.337 0.144 4.635
C -2.492 -2.656 3.796
C 2.604 -0.289 0.083
C -2.430 -0.276 4.049
C 1.347 -1.979 4.112
C 3.565 3.020 -1.033
C -2.130 -2.487 2.481
C -1.999 -5.024 -1.112
C 1.607 -0.311 2.389
C 0.563 0.767 -3.006
C 3.568 -1.438 -1.808
C -3.223 2.303 -1.882
C 1.390 0.109 0.928
C 3.882 0.062 0.505
C -1.177 -1.366 -3.519
C 2.184 0.549 3.317
C -1.391 3.837 -2.189
C -1.867 2.605 -1.753
C 1.190 -1.578 2.795
C -0.078 -1.168 -4.321
C -0.952 1.577 -1.071
C 4.835 -1.060 -1.395
C -2.675 -1.531 4.592
C -0.521 0.574 -2.157
C -2.275 4.766 -2.719
C 2.066 4.682 0.099
C 1.923 -1.118 5.035
C 0.768 -0.084 -4.081
C -4.098 3.236 -2.412
C -1.428 -0.507 -2.427
C 2.255 3.231 -0.306
B -5.129 -0.865 0.568
H 1.470 -1.386 -1.380
H 2.139 5.328 -0.774
H 3.447 -2.031 -2.707
H 1.222 1.604 -2.854
H -5.151 3.000 -2.483
H -1.904 -2.127 -3.776
H -2.877 -4.407 -1.303
H -2.483 -0.401 -2.119
H 0.784 -2.262 2.057
H -3.614 1.357 -1.529
H -0.340 4.075 -2.117
H 4.388 3.258 -0.361
H 1.036 -2.969 4.422
H 2.782 0.822 5.351
H -2.026 -5.883 -1.785
H 0.770 -6.018 -1.162
H 3.660 1.989 -1.371
H -3.000 -1.631 5.619
H 2.065 -1.435 6.059
H 4.005 0.629 1.416
H 5.704 -1.365 -1.963
H 2.530 1.527 3.010
H -0.324 3.145 0.186
H 0.462 1.836 1.820
H 5.976 -0.030 0.101
H -1.997 -3.333 1.819
H 3.613 3.685 -1.894
H 0.087 -1.809 -5.177
H -1.990 -5.363 -0.078
H -2.628 -3.649 4.198
H 1.581 0.124 -4.764
H 0.411 -5.205 0.392
H 2.856 4.950 0.799
H 1.103 4.841 0.585
H -2.543 0.621 4.642
H 1.660 -4.553 -0.709
H -4.306 5.193 -3.259
H -1.817 0.776 2.283
H -1.905 5.734 -3.028
```

Total charge: +3
HOMO level, eV: -16.29
LUMO energy, eV: -11.386
Orbital gap, Ha: 0.180

Mulliken population analysis, charges in e, atoms 1 to 8: atom 1 (W): 1.71, atom 2 (S): 0.30, atom 3 (F): -0.77, atom 4 (F): 0.08, atom 5 (F): -0.21, atom 6 (F): -0.19, atom 7 (O): -0.64, atom 8 (O): -0.07



Entry 5:
Molecular formula: C38H39ClN6NiO2SiTe
Method: DFT, wB97M-V/def2-TZVPD

Structure (XYZ):
```
89
Properties=species:S:1:pos:R:3
Te -3.516 1.380 -0.159
Ni -1.032 0.330 -0.546
Cl 4.420 -0.023 0.586
Si 1.034 2.513 -2.606
O -1.774 0.129 1.427
O 5.917 -3.498 3.472
N 0.638 1.074 0.594
N -1.588 -0.370 -2.399
N 0.660 -5.122 4.239
N -0.192 1.373 -2.202
N -0.433 -1.705 0.057
N -0.424 -4.518 4.133
C 2.660 1.699 -3.158
C 1.591 1.914 2.606
C 2.822 1.369 2.282
C -2.288 -1.351 -4.431
C -4.678 3.831 -1.349
C -3.119 -2.232 -2.213
C -4.845 2.353 -1.575
C 1.420 3.603 -1.107
C -1.567 -2.462 3.947
C -0.318 -3.170 2.001
C -0.703 -1.965 1.361
C -5.451 6.106 -1.543
C -1.460 -0.470 -5.131
C -1.934 -1.274 3.327
C -3.294 5.649 -0.592
C 0.526 1.750 1.737
C 6.868 -4.422 2.987
C -0.707 -3.377 3.363
C 1.943 -4.632 3.911
C 0.550 3.731 -3.979
C -2.314 -1.279 -3.050
C -1.488 -0.968 2.044
C 4.190 -5.184 3.212
C -2.481 3.273 -0.312
C -0.714 0.468 -4.460
C 2.925 0.664 1.094
C -5.654 4.747 -1.725
C 0.586 -3.851 -0.121
C 2.867 -5.541 3.410
C 3.720 -3.019 4.136
C -0.799 0.525 -3.048
C 0.211 -2.607 -0.647
C 4.631 -3.921 3.584
C 2.390 -3.355 4.271
C 1.812 0.536 0.284
C -3.501 4.283 -0.752
C -4.262 6.558 -0.992
C 0.305 -4.141 1.189
H -6.580 4.389 -2.159
H 1.914 4.517 -1.444
H 4.075 -2.054 4.472
H 1.063 -4.583 -0.758
H 1.260 4.562 -3.985
H 1.469 2.480 3.519
H 4.873 -5.913 2.799
H 6.654 -4.717 1.956
H 2.863 0.770 -2.621
H 2.099 3.115 -0.404
H 3.504 2.370 -2.981
H -4.093 7.620 -0.863
H -6.223 6.810 -1.828
H 2.648 1.460 -4.224
H -2.373 6.004 -0.143
H -1.409 -0.527 -6.212
H 0.409 -2.367 -1.687
H -4.576 2.089 -2.601
H -5.873 2.037 -1.407
H 0.523 3.893 -0.556
H 7.828 -3.914 3.020
H -0.449 2.156 1.965
H -1.920 -2.676 4.948
H -2.887 -2.085 -4.953
H -3.182 -1.857 -1.192
H -2.582 -0.566 3.827
H 0.572 3.282 -4.974
H -1.687 3.157 -1.051
H -0.066 1.159 -4.979
H 6.913 -5.317 3.613
H -2.631 -3.208 -2.185
H -2.031 3.534 0.645
H 0.529 -5.120 1.586
H 2.537 -6.543 3.166
H 1.697 -2.649 4.711
H 1.874 0.016 -0.664
H -0.449 4.146 -3.824
H 3.680 1.496 2.928
H -4.124 -2.367 -2.612
```

<S²>: 2.008
2S+1: 3
HOMO level (alpha / beta), eV: -7.00 / -6.99
LUMO energy (alpha / beta), eV: -0.075 / -0.097
Orbital gap (alpha / beta), Ha: 0.254 / 0.253

Mulliken population analysis, charges in e, atoms 1 to 8: atom 1 (Te): 0.13, atom 2 (Ni): 0.02, atom 3 (Cl): -0.23, atom 4 (Si): -0.06, atom 5 (O): -0.21, atom 6 (O): -0.43, atom 7 (N): 1.50, atom 8 (N): 0.70



Number 1: calculated total energy -2831.87898 hartree. Number 2: calculated total energy -6407.48438 hartree. Number 3: calculated total energy -2176.18436 hartree. Number 4: calculated total energy -2791.22598 hartree. Number 5: calculated total energy -4476.50597 hartree.